10 unconnected molecules or ions with the total composition C80H164N8O12 at a distorted geometry, computed with ωB97M-V with the def2-TZVPD basis set.

Geometry as ORCA input:
```
! wB97M-V def2-TZVPD RIJCOSX def2/J DEFGRID3
* xyz 0 1
C 9.79523 21.90865 13.39761
C 10.57659 22.84352 12.51227
C 11.57646 22.05240 11.71071
C 9.65711 23.48301 11.57063
C 10.33586 24.66601 10.81175
C 10.97500 25.64741 11.76080
C 11.91328 25.01086 12.76462
C 13.26652 24.69874 12.07175
C 12.10398 26.04097 13.87876
N 11.20572 23.89073 13.35758
O 12.16682 23.25856 14.27970
H 10.37980 21.24065 14.08116
H 9.20929 22.48094 14.16714
H 9.14933 21.25209 12.80153
H 12.35572 21.61518 12.31114
H 11.11804 21.14055 11.31047
H 12.20279 22.61818 11.02191
H 9.31748 22.63936 10.90595
H 8.71815 23.85576 12.04425
H 11.07147 24.30239 10.09784
H 9.61651 25.22548 10.21681
H 10.18220 26.25016 12.25607
H 11.60843 26.39385 11.23618
H 13.94716 25.58766 12.08036
H 13.11172 24.49804 11.01594
H 13.82792 23.86786 12.55483
H 12.86235 25.74511 14.58191
H 11.16311 26.28628 14.38022
H 12.32808 27.01238 13.36167
H 12.18271 23.76317 15.09224
C 13.93254 21.72280 21.30502
C 14.78148 20.40187 21.35038
C 13.72969 19.30718 21.08171
C 15.87125 20.54375 20.27620
C 16.81849 19.32210 20.36313
C 17.46902 19.45556 21.71520
C 16.48372 19.35646 22.89712
C 16.00785 17.86188 22.91571
C 17.19331 19.64640 24.15585
N 15.45604 20.35663 22.65972
O 14.52950 20.41702 23.66769
H 13.32109 21.58281 20.43055
H 13.23918 21.82398 22.14047
H 14.59218 22.61328 21.21342
H 12.91498 19.45897 21.74428
H 13.31361 19.58357 20.14062
H 14.15324 18.29966 21.12112
H 15.30387 20.65443 19.35826
H 16.40586 21.50659 20.55250
H 16.22771 18.39300 20.22579
H 17.60943 19.39273 19.63423
H 18.11315 20.32002 21.79989
H 18.17973 18.60537 21.84288
H 16.89737 17.22760 23.17111
H 15.62764 17.50687 21.96123
H 15.18806 17.81713 23.63332
H 18.15800 19.07769 24.17136
H 16.52825 19.27718 24.92740
H 17.49266 20.69399 24.22856
H 14.07945 19.57245 23.75676
C 16.81649 12.73341 12.31153
C 18.08287 13.40192 12.71905
C 18.84295 13.70775 11.40434
C 17.66127 14.69566 13.46455
C 18.92862 15.38362 13.97862
C 19.61936 14.51350 14.96708
C 19.93371 13.06396 14.41002
C 21.23145 13.26031 13.55157
C 20.22983 12.09308 15.57144
N 18.69773 12.58505 13.79769
O 19.00538 11.30216 13.23992
H 16.10939 12.55354 13.14125
H 16.16294 13.32402 11.65072
H 16.92017 11.78537 11.78894
H 19.48910 14.60527 11.37955
H 19.42406 12.80064 11.24713
H 18.19762 13.75394 10.53175
H 17.14035 15.35090 12.72857
H 16.91460 14.48584 14.28456
H 19.60396 15.53255 13.09405
H 18.81569 16.34671 14.44338
H 18.89378 14.37883 15.77226
H 20.54414 14.87086 15.33271
H 21.17261 14.15259 12.92992
H 21.49548 12.42433 12.90393
H 22.08411 13.29020 14.25810
H 19.44188 12.06048 16.29728
H 21.21355 12.39670 16.00227
H 20.29049 11.04747 15.23907
H 19.74055 11.37918 12.62356
C 18.75002 20.08792 12.58092
C 18.53650 20.88832 11.33230
C 18.62800 19.96692 10.07444
C 17.12414 21.52722 11.34706
C 17.03196 22.52335 12.44360
C 18.00127 23.62643 12.10951
C 19.49483 23.26139 11.93985
C 20.14515 24.39937 11.11840
C 20.09701 23.07003 13.29128
N 19.46186 22.01853 11.07230
O 20.80550 21.55019 11.02966
H 19.82776 19.99485 12.74226
H 18.27097 20.40761 13.51719
H 18.42115 19.05565 12.46011
H 18.60765 20.45133 9.07397
H 19.54314 19.37243 10.15265
H 17.80136 19.23144 10.06844
H 16.87772 21.89353 10.33018
H 16.51832 20.61529 11.60282
H 16.01105 22.88602 12.41062
H 17.32044 22.17238 13.39802
H 17.99406 24.40839 12.88103
H 17.66815 24.13197 11.22048
H 21.21703 24.26056 11.02611
H 19.99811 25.31608 11.69539
H 19.77098 24.40792 10.08498
H 21.16053 22.83680 13.18651
H 19.60984 22.20959 13.83381
H 20.03991 23.98956 13.83996
H 20.99768 21.31211 10.12722
C 14.02769 19.57309 16.94912
C 14.50900 19.30923 15.44878
C 13.90897 20.25195 14.40827
C 16.08707 19.47359 15.47466
C 16.86752 18.42528 16.13536
C 16.34240 17.11101 15.65967
C 14.79810 16.84217 15.65895
C 14.52675 15.57061 14.97947
C 14.39498 16.59360 17.12780
N 14.18847 17.95782 15.02796
O 12.78857 17.74181 15.14430
H 13.84798 20.66372 17.03168
H 13.11072 19.03301 17.21073
H 14.75080 19.35318 17.77942
H 14.18634 19.97893 13.40020
H 12.81589 20.20497 14.47147
H 14.06326 21.27020 14.70431
H 16.44548 19.47560 14.42849
H 16.16152 20.46733 15.89562
H 17.93132 18.50620 15.94262
H 16.81585 18.39624 17.22511
H 16.77715 16.21870 16.16113
H 16.67716 16.97504 14.59445
H 13.43898 15.46473 14.86889
H 14.98022 14.72401 15.48702
H 14.95036 15.55842 13.95625
H 13.30762 16.73209 17.23223
H 14.84794 17.16536 17.90250
H 14.45449 15.53344 17.36570
H 12.51102 17.41373 14.26584
C 18.73279 14.94236 21.64966
C 17.71329 14.38486 20.70029
C 17.01674 15.56551 19.98586
C 18.41210 13.59722 19.57864
C 18.88880 12.20423 19.85985
C 17.68265 11.47165 20.53084
C 17.07485 12.17190 21.75730
C 15.83705 11.43673 22.11958
C 18.13668 12.05279 22.90099
N 16.64740 13.51314 21.30186
O 16.09174 14.17679 22.48153
H 19.37733 15.62214 21.15421
H 18.27237 15.57645 22.40748
H 19.25696 14.22435 22.23700
H 16.31489 15.11954 19.24310
H 16.57609 16.19323 20.73033
H 17.82082 16.16292 19.48773
H 17.69089 13.40863 18.75842
H 19.17313 14.28605 19.18429
H 19.28136 11.67271 19.01750
H 19.62634 12.32263 20.65393
H 17.97026 10.44400 20.86156
H 16.93645 11.26269 19.77738
H 14.95505 11.68098 21.47418
H 15.53240 11.71197 23.14015
H 16.01177 10.35474 22.01797
H 18.01176 12.90082 23.56760
H 19.20391 12.07190 22.63258
H 17.88416 11.15003 23.51352
H 15.15608 14.23571 22.25280
C 15.88197 28.09214 16.58275
C 16.25082 26.69357 16.03422
C 15.79509 26.63433 14.55856
C 17.78463 26.52048 16.09694
C 18.28739 25.11052 16.22829
C 17.53886 24.45564 17.42546
C 16.08175 24.40862 17.11336
C 15.84936 23.54190 15.83749
C 15.33403 23.83907 18.29755
N 15.60361 25.77659 17.02202
O 14.28022 25.66150 16.50914
H 16.34781 28.43708 17.48428
H 16.29969 28.76080 15.85692
H 14.80522 28.31329 16.61189
H 16.07356 25.81536 13.93862
H 14.75740 26.74178 14.45972
H 16.29010 27.46731 14.04356
H 18.21518 26.89382 15.14227
H 18.18360 27.17615 16.87020
H 18.08453 24.60402 15.30151
H 19.36310 25.08239 16.37564
H 17.84833 25.03704 18.28461
H 17.83464 23.39069 17.65287
H 16.54654 23.85590 15.05813
H 14.81946 23.75402 15.48746
H 15.96659 22.45820 16.06597
H 15.33721 24.53968 19.12253
H 15.70885 22.87922 18.63209
H 14.27545 23.64244 18.05144
H 13.84383 26.31773 17.05261
C 20.57596 18.29832 15.76848
C 21.89009 18.65383 16.29169
C 22.72015 17.42846 16.69912
C 22.66042 19.34254 15.18296
C 22.08721 20.70550 14.87233
C 22.13826 21.46961 16.18116
C 21.28226 20.87247 17.31534
C 21.63618 21.66211 18.59166
C 19.83597 21.03415 16.89555
N 21.76015 19.53988 17.51808
O 20.88372 18.87730 18.43055
H 19.82674 17.99399 16.49679
H 20.72902 17.38541 15.16842
H 20.15673 19.14166 15.17931
H 23.01466 16.84023 15.83012
H 22.12168 16.70947 17.34697
H 23.57321 17.71654 17.29881
H 23.73583 19.44466 15.40471
H 22.64900 18.70213 14.29897
H 21.07875 20.63074 14.57151
H 22.71453 21.17219 14.10146
H 21.70464 22.51756 15.97657
H 23.24291 21.52868 16.44207
H 20.88592 21.42218 19.33982
H 22.69845 21.49458 18.93516
H 21.46577 22.73973 18.42010
H 19.69541 21.09794 15.85056
H 19.06795 20.35894 17.22258
H 19.63244 22.07469 17.15723
H 21.36864 18.74079 19.26032
O 12.74856 11.78648 16.16526
C 13.91601 11.68269 16.01435
C 14.67304 10.85336 15.00116
C 16.11102 10.80069 15.52337
C 16.15955 12.07456 16.41603
O 14.76495 12.36272 16.77449
H 14.15440 9.92348 14.90524
H 14.64074 11.38527 14.05132
H 16.26167 9.91007 16.16542
H 16.86402 10.86966 14.72772
H 16.65019 11.93286 17.38824
H 16.52448 12.88815 15.82359
O 13.74915 15.68465 21.55855
C 13.16635 15.27391 20.58272
C 11.94639 15.95996 20.06230
C 11.30583 14.91585 19.14873
C 12.42023 13.89192 18.93852
O 13.45403 14.08949 19.94612
H 11.34543 16.32631 20.86983
H 12.29272 16.84805 19.53787
H 10.36182 14.51205 19.57920
H 10.97560 15.42850 18.20515
H 12.06903 12.84165 19.04241
H 12.91935 14.01311 17.96843
*
```

Summary:
Molar mass ... 1430.24 g/mol
Gap between HOMO and LUMO ... 8.4 eV
Lowest unoccupied orbital energy ... 0.32 eV
E_tot ... -122100.1011 eV
SMILES string ... CC1(C)CCCC(C)(C)N1O.CC1(C)CCCC(C)(C)N1O.CC1(C)CCCC(C)(C)N1O.CC1(C)CCCC(C)(C)N1O.CC1(C)CCCC(C)(C)N1O.CC1(C)CCCC(C)(C)N1O.CC1(C)CCCC(C)(C)N1O.CC1(C)CCCC(C)(C)N1O.O=C1CCCO1.O=C1CCCO1
Strongest force on any atom ... 4.2 eV/Å